Entry 1:
DFT (ωB97M-V/def2-TZVPD) results for the ion C11H20BrN2 with charge +1 at a distorted geometry.

Last column: Löwdin charge in e.
Cartesian coordinates (Å):
C: 1.33164 2.53133 -2.73903  -0.01
C: 1.22991 1.85319 -1.25377  -0.10
C: 0.18336 0.83422 -1.30658  -0.25
N: -0.07321 0.12972 -2.36923  0.28
C: -0.78003 0.89788 -0.20367  -0.27
N: -1.92317 -0.07768 -0.37093  0.10
C: -0.25107 0.81638 1.24865  -0.22
C: -0.95491 1.69332 2.22732  -0.01
C: 0.18663 -0.38127 1.63789  -0.05
C: 0.74898 -1.51536 0.80011  -0.33
C: 1.84395 -1.27726 0.06569  -0.52
Br: 2.81716 -2.50231 -1.09097  0.67
C: 0.01556 -2.84186 0.89008  -0.20
C: -1.27312 -2.77621 1.78044  -0.06
H: 2.01370 1.84109 -3.18466  0.07
H: 1.65594 3.56098 -2.78558  0.09
H: 0.38818 2.46375 -3.21568  0.06
H: 0.88636 2.59619 -0.57545  0.11
H: 2.23990 1.59980 -1.10394  0.11
H: 0.51447 -0.04723 -3.17118  0.16
H: -0.97154 -0.42016 -2.12233  0.17
H: -1.28243 1.88341 -0.26317  0.17
H: -2.49852 0.10349 0.42052  0.09
H: -1.42450 -0.96086 -0.40750  0.06
H: -1.24357 1.13897 3.08813  0.09
H: -1.69332 2.17051 1.68026  0.06
H: -0.35513 2.46422 2.59353  0.08
H: 0.51412 -0.48957 2.75289  0.18
H: 2.42850 -0.30281 0.02984  0.07
H: -0.33462 -3.21353 -0.08955  0.12
H: 0.75666 -3.52782 1.25902  0.11
H: -2.10586 -2.28236 1.26523  0.07
H: -1.03730 -2.16110 2.58881  0.04
H: -1.55270 -3.80109 1.92479  0.08

For the energy relative to the best compared isomer or geometry (same formula, charge and spin), the calculation gives 0.0 kcal per mole. The SMILES is CCC(=[NH2+])[C@@H](N)/C(C)=C\C(=C\Br)CC. Its orbital gap is 8.5 eV. The HOMO energy comes out at -12.558 eV. The charge is +1.

---

Entry 2:
DFT (ωB97M-V/def2-TZVPD) results for a structure of composition C15H28N2O2SSi2 at a distorted geometry.

Last column: Löwdin charge in e.
Cartesian coordinates (Å):
C: -1.71827 -5.21894 -2.46406  -0.12
O: -0.55415 -4.47444 -2.83119  -0.22
C: -0.77368 -3.05509 -2.68928  -0.17
C: -1.01555 -2.77937 -1.15455  -0.16
C: -2.29342 -2.22294 -0.76228  0.03
C: -2.55465 -1.99362 0.69380  -0.33
N: -3.71939 -1.47944 1.24298  -0.24
S: -3.38985 -1.52841 2.87165  0.94
N: -1.85263 -2.13803 2.99305  -0.25
C: -1.45413 -2.37430 1.66571  -0.32
C: -0.11874 -2.92342 1.22074  0.02
C: 0.12456 -3.13924 -0.21530  -0.17
C: 1.50246 -3.70802 -0.66860  -0.06
H: -1.82059 -5.37524 -1.34331  0.10
H: -1.59439 -6.25747 -2.89407  0.10
H: -2.68927 -4.73764 -2.79157  0.10
H: -1.64029 -2.71866 -3.32885  0.13
H: 0.11952 -2.45386 -3.00747  0.13
H: -3.02904 -1.99777 -1.58232  0.12
H: 0.70403 -3.18951 1.92382  0.11
H: 2.10936 -4.00665 0.24064  0.09
H: 2.10371 -2.89555 -1.18198  0.08
H: 1.42901 -4.63236 -1.30403  0.08
O: 1.58689 2.84216 0.44945  -0.28
Si: 0.96092 4.33941 0.79102  0.36
C: 0.16323 4.34847 2.48855  -0.16
C: -0.33589 4.81781 -0.47848  -0.16
C: 2.30829 5.64009 0.77006  -0.17
Si: 1.09331 1.26648 0.28329  0.37
C: 2.54377 0.16048 -0.14193  -0.15
C: -0.17901 1.11721 -1.08736  -0.15
C: 0.32779 0.64414 1.87769  -0.14
H: -0.69853 3.67714 2.51607  0.02
H: -0.17981 5.35290 2.74732  0.03
H: 0.87535 4.02100 3.24992  0.03
H: 0.07958 4.76845 -1.48802  0.03
H: -0.69048 5.83514 -0.30018  0.03
H: -1.19390 4.14294 -0.42818  0.02
H: 2.78541 5.68878 -0.21148  0.03
H: 3.07546 5.41639 1.51499  0.03
H: 1.88924 6.62345 0.99580  0.03
H: 3.00748 0.47162 -1.08142  0.04
H: 2.21106 -0.87455 -0.25057  0.00
H: 3.30217 0.19539 0.64394  0.04
H: -1.08891 1.66660 -0.83347  0.03
H: -0.44687 0.06986 -1.24820  0.01
H: 0.21510 1.52055 -2.02391  0.04
H: -0.58660 1.19641 2.10987  0.03
H: 1.02579 0.76517 2.71014  0.04
H: 0.07456 -0.41352 1.79156  -0.01

Its orbital gap is 8.1 eV. The HOMO energy comes out at -8.919 eV. The charge is 0.

---

Entry 3:
DFT (ωB97M-V/def2-TZVPD) results for a structure of composition C10H16Br2GaN4O2S.

Last column: Löwdin charge in e.
Cartesian coordinates (Å):
C: 5.41384 0.59497 -1.12548  0.05
C: 4.67129 -0.00250 -0.39000  -0.30
C: 3.72203 -0.68432 0.46390  -0.28
Ga: 1.97737 -1.18432 -0.47491  0.05
S: 1.97758 -0.26614 -2.56508  0.35
C: 1.78997 -3.16767 -0.62576  -0.21
C: 1.71446 -4.37464 -0.68702  -0.05
C: 0.50527 -0.57125 0.80047  -0.73
Br: 0.79330 -1.28233 2.57563  0.58
C: -0.55060 0.19904 0.57987  -0.82
C: -0.89657 0.79750 -0.75825  -0.19
Br: -1.82961 0.66127 1.96144  0.61
H: 6.09090 1.13751 -1.73657  0.00
H: 4.17323 -1.57744 0.89653  0.06
H: 3.45382 0.00313 1.27066  0.04
H: 1.34673 -1.23077 -3.24465  -0.26
H: 1.61174 -5.42895 -0.78644  -0.02
H: -0.29270 1.68697 -0.94085  0.08
H: -1.94141 1.10782 -0.75733  0.05
H: -0.78236 0.07170 -1.55107  0.02
C: -1.19953 3.65572 5.73899  -0.69
O: -0.75615 4.49237 6.50980  0.01
N: -2.42013 3.06136 5.93519  0.14
N: -0.53654 3.23760 4.62692  0.16
H: -2.79928 2.36856 5.31773  0.09
H: -2.94025 3.33965 6.74453  0.09
H: 0.36337 3.63828 4.44283  0.10
H: -0.91021 2.55222 3.99518  0.03
C: -2.53572 -1.39778 -4.11923  -0.67
O: -2.16548 -0.80145 -3.12928  0.04
N: -2.96761 -0.75145 -5.24965  0.14
N: -2.54103 -2.76514 -4.18760  0.15
H: -3.26630 -1.22518 -6.07961  0.08
H: -2.95708 0.25067 -5.23104  0.10
H: -2.20532 -3.26005 -3.38146  0.11
H: -2.82863 -3.28011 -4.99664  0.08

Its orbital gap is 7.5 eV. The HOMO energy comes out at -5.173 eV. The charge is -1.

---

Entry 4:
DFT (ωB97M-V/def2-TZVPD) results for a cluster of 2 separate species, C4H12S in total at a distorted geometry.

Last column: Löwdin charge in e.
Cartesian coordinates (Å):
C: -0.00544 -1.84503 0.12628  -0.42
S: 1.19739 -0.77846 -0.74219  0.72
C: 1.95211 0.16594 0.59045  -0.45
H: -0.73257 -1.23078 0.61964  -0.02
H: -0.60854 -2.46110 -0.54883  0.04
H: 0.53634 -2.49464 0.82679  0.04
H: 1.33525 0.42861 1.43444  0.03
H: 2.26673 1.13182 0.16625  0.03
H: 2.84622 -0.32930 0.94369  0.02
C: -1.72018 2.10917 0.58858  -0.15
C: -2.32435 0.88276 -0.14431  -0.15
H: -2.14715 2.23914 1.57875  0.06
H: -0.62653 2.04119 0.70881  0.05
H: -1.87502 2.99538 -0.00165  0.06
H: -2.15392 1.05087 -1.19509  0.06
H: -3.39737 0.98394 0.07677  0.07
H: -2.11285 -0.12836 0.15166  0.02

For the energy relative to the best compared isomer or geometry (same formula, charge and spin), the calculation gives 10.0 kcal per mole. The SMILES is CSC.CC. Its orbital gap is 9.5 eV. The HOMO energy comes out at -8.490 eV. The charge is 0.

---

Entry 5:
DFT (ωB97M-V/def2-TZVPD) results for a cluster of 8 separate species, C18H52N6O8 in total at a distorted geometry.

Last column: Löwdin charge in e.
Cartesian coordinates (Å):
N: 18.87200 -3.11609 13.97327  0.17
C: 19.33039 -2.84606 12.78388  -0.83
N: 18.82765 -3.60844 11.89448  0.16
O: 20.12692 -1.99664 12.47092  0.04
H: 18.18729 -3.85748 13.93309  0.10
H: 19.08977 -2.61137 14.82058  0.12
H: 18.37768 -4.39662 12.33764  0.10
H: 18.76278 -3.50361 10.89203  0.13
N: 14.43641 -1.36214 13.09891  0.15
C: 13.28138 -1.59207 13.66531  -0.80
N: 13.09365 -0.79477 14.68149  0.17
O: 12.60122 -2.53074 13.32578  0.04
H: 14.66281 -2.21840 12.61346  0.12
H: 15.10686 -0.82623 13.63125  0.10
H: 12.47939 -0.97780 15.46205  0.11
H: 13.85757 -0.14592 14.80612  0.10
N: 13.46364 -5.32236 18.38914  0.16
C: 14.67074 -4.89898 18.16520  -0.79
N: 14.77696 -3.63885 17.81450  0.17
O: 15.59334 -5.66983 18.34793  0.02
H: 12.70346 -4.80541 17.97083  0.11
H: 13.32390 -6.28264 18.66922  0.12
H: 14.02263 -2.96765 17.83836  0.11
H: 15.71205 -3.26292 17.74850  0.11
C: 5.70795 -3.54432 14.82246  -0.06
C: 7.18237 -3.41273 15.16733  -0.52
C: 7.62718 -4.30732 16.26719  -0.07
O: 8.06230 -3.75944 14.12103  -0.06
H: 5.32779 -2.90362 14.02679  0.07
H: 5.02896 -3.34627 15.65182  0.08
H: 5.48974 -4.53056 14.41281  0.08
H: 7.35189 -2.34120 15.27313  0.13
H: 7.61964 -5.38340 16.09371  0.09
H: 6.91632 -4.14864 17.07812  0.07
H: 8.61260 -4.01955 16.63355  0.08
H: 8.91419 -3.35224 14.29442  0.09
C: 18.62164 -9.50572 22.81564  -0.02
C: 18.51983 -8.32723 21.71953  -0.49
C: 19.02876 -8.61510 20.31366  -0.07
O: 17.18250 -8.07445 21.60059  -0.06
H: 19.47619 -10.11879 22.52931  0.06
H: 17.78111 -10.19764 22.76219  0.07
H: 18.76191 -9.03240 23.78744  0.06
H: 18.98842 -7.42582 22.11447  0.12
H: 18.73266 -7.84130 19.60539  0.07
H: 18.43788 -9.38813 19.82235  0.08
H: 20.08550 -8.74858 20.08216  0.08
H: 16.93738 -7.80284 20.71303  0.08
C: 19.84336 -1.94758 19.83869  -0.05
C: 19.36086 -0.59806 19.24553  -0.50
C: 20.51725 0.42549 18.90381  -0.03
O: 18.69034 -0.91902 18.11303  -0.07
H: 18.93764 -2.53761 19.97881  0.07
H: 20.23523 -1.80465 20.84572  0.07
H: 20.63554 -2.50032 19.33370  0.08
H: 18.46781 -0.28123 19.78422  0.13
H: 20.68064 1.04847 19.78319  0.07
H: 20.22456 1.23328 18.23306  0.07
H: 21.47655 -0.02180 18.64349  0.08
H: 18.61040 -0.12061 17.58601  0.09
C: 10.02953 0.78068 18.40962  -0.05
C: 11.28083 1.58973 18.81326  -0.49
C: 11.15871 2.54105 19.96723  -0.06
O: 12.39005 0.70823 19.06664  -0.07
H: 9.97142 -0.10141 19.04730  0.08
H: 10.22940 0.35135 17.42787  0.06
H: 9.15585 1.40251 18.21444  0.08
H: 11.60296 2.15087 17.93608  0.13
H: 10.71550 3.50349 19.71155  0.08
H: 12.20617 2.82735 20.06189  0.08
H: 10.71751 2.14253 20.88081  0.09
H: 12.31854 0.32130 19.94230  0.08
C: 15.65457 -0.71495 22.75070  -0.05
C: 14.56832 -1.45349 23.53601  -0.50
C: 14.85175 -1.48934 25.04997  -0.06
O: 13.38795 -0.69694 23.30617  -0.07
H: 16.64620 -0.99163 23.10879  0.08
H: 15.55409 0.36780 22.82591  0.08
H: 15.47104 -0.99743 21.71406  0.07
H: 14.39460 -2.46413 23.16649  0.13
H: 14.12888 -2.03308 25.65816  0.07
H: 14.82163 -0.48098 25.46278  0.08
H: 15.81075 -2.00164 25.12724  0.08
H: 12.70203 -1.25769 23.67587  0.08

For the energy relative to the best compared isomer or geometry (same formula, charge and spin), the calculation gives 106.6 kcal per mole. The SMILES is NC(N)=O.NC(N)=O.NC(N)=O.CC(C)O.CC(C)O.CC(C)O.CC(C)O.CC(C)O. Its orbital gap is 9.4 eV. The HOMO energy comes out at -9.619 eV. The charge is 0.

---

Entry 6:
DFT (ωB97M-V/def2-TZVPD) results for the molecule C4H9NO.

Last column: Löwdin charge in e.
Cartesian coordinates (Å):
C: 2.23780 -0.32743 0.12463  -0.09
C: 0.95119 0.38000 -0.28540  -0.17
C: -0.23550 -0.08449 0.52683  -0.42
O: -0.20437 -0.90681 1.40115  0.13
N: -1.52497 0.56386 0.21501  -0.05
C: -2.61397 -0.30397 -0.51965  -0.12
H: 2.19475 -1.39374 -0.11033  0.08
H: 3.09780 0.10979 -0.39125  0.08
H: 2.39780 -0.23354 1.20237  0.08
H: 1.04871 1.46447 -0.12568  0.12
H: 0.73489 0.24922 -1.35289  0.13
H: -1.40274 1.40723 -0.34371  0.14
H: -2.14587 -0.51739 -1.49385  -0.04
H: -2.57408 -1.24063 0.05731  -0.02
H: -1.96143 0.83344 1.09547  0.14

For the energy relative to the best compared isomer or geometry (same formula, charge and spin), the calculation gives 86.8 kcal per mole. Its orbital gap is 7.4 eV. The HOMO energy comes out at -6.973 eV. The charge is 0.